## w
This record from the Open Molecules 2025 dataset describes a cluster of 6 separate species, C2H16NO5 in total. The level of theory is ωB97M-V with the def2-TZVPD basis set.

Last column: Löwdin charge in e.
Atoms and positions in Å:
1 C -0.5368 0.3438 1.5760  -0.145
2 C -1.2699 -0.5179 2.2490  0.071
3 N -0.1609 0.1064 0.1789  0.136
4 H -0.1687 1.2997 1.9425  0.121
5 H -1.5016 -0.3524 3.2935  0.082
6 H -1.7617 -1.3691 1.8047  0.075
7 H -0.9104 -0.0618 -0.4897  0.136
8 H 0.5351 0.8674 -0.2111  0.104
9 H 0.3438 -0.7956 0.0937  0.124
10 H -3.4902 -0.0769 -1.6465  0.040
11 H -3.8822 -1.4267 -1.9750  0.046
12 O -3.1068 -0.8595 -2.0658  -0.061
13 H 2.4021 -2.5674 5.4859  0.042
14 H 2.6082 -1.6004 4.5408  0.032
15 O 1.8517 -1.8782 5.0808  -0.075
16 H 1.6257 2.2767 -1.0491  0.096
17 H 2.4573 2.2952 0.1771  0.101
18 O 1.7487 1.7778 -0.2273  -0.015
19 H -0.6828 -2.8601 -1.4326  0.065
20 H -0.1632 -3.0659 0.0592  0.071
21 O -0.1091 -2.5154 -0.7403  -0.048
22 H 1.1408 4.4030 -5.4889  0.038
23 H 1.8044 3.1043 -5.9210  0.040
24 O 1.2264 3.4728 -5.2348  -0.077

Calculated values
Total charge   +1
HOMO energy   -13.78 eV
E_LUMO   -0.10374 Eh
HOMO-LUMO gap   10.953 eV

## x
This record from the Open Molecules 2025 dataset describes a cluster of 5 separate species, C2H16NO5 in total. The level of theory is ωB97M-V with the def2-TZVPD basis set.

Last column: Löwdin charge in e.
Atoms and positions in Å:
1 C 2.2139 -0.4176 0.6842  -0.243
2 O 1.7733 0.7124 1.3865  -0.060
3 C 1.3203 -0.8290 -0.4855  -0.104
4 N -0.1064 -0.6914 -0.0225  0.190
5 H 2.3222 -1.2014 1.4326  0.130
6 H 3.2189 -0.2509 0.2758  0.133
7 H 1.7276 1.5160 0.8459  0.064
8 H 1.4504 -0.1213 -1.2985  0.107
9 H 1.5126 -1.8563 -0.7720  0.136
10 H -0.1856 -0.1956 0.8725  0.156
11 H -0.4812 -1.6343 0.1080  0.133
12 H -0.7443 -0.1575 -0.6340  0.107
13 H -1.6474 -4.0167 1.4971  0.052
14 H -0.7140 -3.4405 2.5163  0.051
15 O -0.8527 -3.4750 1.5627  -0.053
16 H -3.8848 1.4155 1.3527  0.046
17 H -3.3816 1.9029 0.0321  0.032
18 O -3.1634 1.2741 0.7286  -0.063
19 H 1.5441 3.2633 -0.8603  0.077
20 H 0.1613 2.6341 -0.9705  0.050
21 O 1.0852 2.4176 -0.7992  -0.036
22 H -1.8487 1.2320 -2.5732  0.074
23 H -0.2609 1.0940 -2.6723  0.059
24 O -1.0589 0.8255 -2.2067  -0.036

Calculated values
Total charge   +1
HOMO energy   -14.18 eV
E_LUMO   -0.10808 Eh
HOMO-LUMO gap   11.239 eV

Name the most stable of them. x.

## w
This record from the Open Molecules 2025 dataset describes an isolated molecule of C2H5N3OS2. The level of theory is ωB97M-V with the def2-TZVPD basis set.

Last column: Löwdin charge in e.
Atoms and positions in Å:
1 O 2.0962 -1.3764 1.5369  -0.152
2 N 1.4924 0.0314 1.5468  -0.020
3 C 0.6947 0.3037 0.3991  -0.605
4 N 0.9465 -0.4827 -0.5725  -0.301
5 S -0.2811 -0.8912 -1.6991  0.829
6 C -1.7907 0.0076 -1.4493  -0.817
7 S -1.7088 1.5495 -0.4581  0.836
8 N -0.5279 1.0637 0.5829  -0.416
9 H 2.0224 -1.9775 0.6622  0.143
10 H 2.3670 0.9132 1.2709  0.237
11 H -2.1542 0.1795 -2.4597  0.018
12 H -2.6336 -0.6867 -1.0752  0.059
13 H -0.5229 1.3659 1.7151  0.190

Calculated values
Total charge   0
HOMO energy   -8.15 eV
E_LUMO   0.01122 Eh
HOMO-LUMO gap   8.456 eV
SMILES   ONC1=NSCSN1

## x
This record from the Open Molecules 2025 dataset describes an isolated molecule of C2H5N3OS2. The level of theory is ωB97M-V with the def2-TZVPD basis set.

Last column: Löwdin charge in e.
Atoms and positions in Å:
1 N 1.5588 -0.7041 0.9816  -0.004
2 N 0.4511 0.0554 1.1541  -0.037
3 C -0.2050 0.4663 0.1494  -0.642
4 N -1.4312 1.1225 0.2969  -0.109
5 O -1.6030 1.5936 1.5831  -0.045
6 S 0.2574 0.4911 -1.6068  0.917
7 C 0.2004 -1.2162 -1.9072  -1.083
8 S 0.6317 -1.9238 -3.2995  0.606
9 H 2.1170 -0.6265 1.8649  0.111
10 H 2.0889 -0.3857 0.2080  0.044
11 H -1.5673 1.8315 -0.3952  0.092
12 H -2.3178 1.0756 1.9936  0.112
13 H -0.1808 -1.7796 -1.0228  0.037

Calculated values
Total charge   0
HOMO energy   -8.64 eV
E_LUMO   -0.01621 Eh
HOMO-LUMO gap   8.201 eV
SMILES   N/N=C(/NO)SC=S

Name the most stable of them. x.

## w
This record from the Open Molecules 2025 dataset describes an isolated molecule of C6H9F3N2O. The level of theory is ωB97M-V with the def2-TZVPD basis set.

Last column: Löwdin charge in e.
Atoms and positions in Å:
1 C -0.2653 -1.3771 -0.3496  -0.085
2 C -0.9070 -0.0509 -0.5156  -0.439
3 C 1.8068 0.3083 0.6261  -0.193
4 C -1.9560 -0.0618 -1.5933  -0.066
5 C 2.2723 0.4351 2.0607  -0.009
6 C 2.7325 0.0265 -0.5574  -0.606
7 N -0.2366 -2.6011 -0.5141  0.132
8 N -0.1000 1.1163 -0.6360  -0.010
9 O 0.8512 1.3174 0.3735  -0.073
10 F 2.0655 -0.1606 -1.6872  0.154
11 F 3.7395 0.8859 -0.7103  0.146
12 F 3.4501 -1.0946 -0.2910  0.107
13 H -1.5398 -0.0880 0.4339  0.173
14 H -2.5706 -1.0445 -1.4921  0.118
15 H -1.2596 -0.0817 -2.4450  0.083
16 H -2.6958 0.8015 -1.6761  0.104
17 H 1.4047 0.5559 2.6412  0.061
18 H 2.8071 1.4440 1.9663  0.124
19 H 2.8095 -0.4734 2.3099  0.085
20 H 0.2112 -3.2392 0.1657  0.083
21 H 0.2470 1.3258 -1.5344  0.112

Calculated values
Total charge   0
HOMO energy (alpha / beta)   -6.99 / -8.06 eV
E_LUMO (alpha / beta)   0.00530 / 0.02882 Eh
HOMO-LUMO gap (alpha / beta)   7.134 / 8.848 eV

## x
This record from the Open Molecules 2025 dataset describes an isolated molecule of C6H9F3N2O. The level of theory is ωB97M-V with the def2-TZVPD basis set.

Last column: Löwdin charge in e.
Atoms and positions in Å:
1 C -0.0014 -2.2435 0.6407  -0.039
2 C -0.4173 -1.1433 -0.3168  -0.176
3 C -1.6011 -0.3384 0.2643  -0.121
4 N -1.3008 0.8137 0.6787  0.084
5 N -0.0050 1.1102 0.4418  -0.168
6 C 0.3190 2.5203 0.5646  -0.038
7 C 0.6087 0.1111 -0.4141  -0.327
8 O 0.6546 0.5799 -1.7633  0.045
9 C 2.0598 -0.1004 0.1490  -0.462
10 F 2.8165 -1.0549 -0.4627  0.142
11 F 2.7512 1.0755 0.0277  0.112
12 F 1.9474 -0.3498 1.5022  0.119
13 H -0.2545 -1.9778 1.6218  0.078
14 H 0.9899 -2.3411 0.4262  0.039
15 H -0.4730 -3.1729 0.5796  0.071
16 H -0.6772 -1.4848 -1.3562  0.157
17 H -2.5319 -0.8698 0.5472  0.124
18 H 1.2100 2.9096 -0.0250  0.101
19 H -0.5035 3.1760 0.5290  0.061
20 H 0.7179 2.5016 1.6193  0.100
21 H 1.3557 1.2433 -1.8310  0.097

Calculated values
Total charge   0
HOMO energy   -8.41 eV
E_LUMO   0.03062 Eh
HOMO-LUMO gap   9.247 eV
SMILES   C[C@H]1C=NN(C)[C@@]1(O)C(F)(F)F

Name the most stable of them. x.

## w
This record from the Open Molecules 2025 dataset describes an isolated molecule of C8H8O2S. The level of theory is ωB97M-V with the def2-TZVPD basis set.

Last column: Löwdin spin population.
Atoms and positions in Å:
1 C -2.0229 1.4095 0.2110  0.047
2 C -2.9613 0.4620 0.3816  0.024
3 C -0.7799 0.8165 -0.2203  0.081
4 C -0.7844 -0.6444 -0.1808  0.271
5 C 0.2915 -1.4723 -0.1619  0.372
6 C 0.0941 1.3644 -1.0173  0.406
7 C 1.7308 -1.0778 -0.1665  0.136
8 C 2.0346 0.1915 0.7761  0.027
9 O 0.1841 -2.7923 -0.2070  0.180
10 O 2.5200 -1.6948 -0.8625  0.183
11 S -2.3631 -1.2395 0.2420  0.217
12 H -2.1980 2.4385 0.4291  0.002
13 H -3.9535 0.5817 0.7507  0.000
14 H 1.0213 0.9446 -1.5050  0.019
15 H -0.0449 2.4493 -1.1088  0.023
16 H 2.2916 0.9359 0.1151  0.010
17 H 2.7565 -0.0187 1.5597  0.000
18 H 1.1050 0.4806 1.2301  0.002
19 H 1.0785 -3.1346 -0.2651  0.001

Calculated values
Total charge   0
HOMO energy (alpha / beta)   -5.74 / -9.54 eV
2S+1   3
<S²>   2.023
E_LUMO (alpha / beta)   0.01685 / -0.07155 Eh
HOMO-LUMO gap (alpha / beta)   6.194 / 7.596 eV

## x
This record from the Open Molecules 2025 dataset describes a cluster of 2 separate species, C8H8O2S in total. The level of theory is ωB97M-V with the def2-TZVPD basis set.

Last column: Löwdin spin population.
Atoms and positions in Å:
1 C 1.8928 0.7242 0.7187  0.028
2 C 3.2390 0.8913 0.6681  -0.034
3 C 2.6542 -1.2766 -0.3316  0.263
4 C 1.5184 -0.5771 0.1410  0.038
5 C -2.5285 -1.1828 0.4745  0.085
6 C 0.2486 -1.1694 0.1006  0.430
7 C -1.5869 -0.2185 0.0381  0.492
8 C -1.6317 1.0538 -0.6627  0.080
9 O -3.7345 -1.0190 0.2958  0.305
10 O 0.1452 -2.4657 -0.1102  0.153
11 S 4.1147 -0.3871 -0.1517  0.109
12 H 1.2281 1.5170 1.0969  0.002
13 H 3.6919 1.8682 0.7971  -0.003
14 H 2.7013 -2.2056 -0.9572  0.011
15 H -2.1654 -2.1871 0.8184  -0.003
16 H -2.6744 1.2780 -0.8409  -0.001
17 H -1.0910 0.9588 -1.6442  0.019
18 H -1.2351 1.8326 -0.0389  0.023
19 H -0.6989 -2.7016 -0.3435  0.003

Calculated values
Total charge   0
HOMO energy (alpha / beta)   -6.47 / -9.01 eV
2S+1   3
<S²>   2.049
E_LUMO (alpha / beta)   0.02219 / -0.06063 Eh
HOMO-LUMO gap (alpha / beta)   7.072 / 7.365 eV

Name the most stable of them. w.